A cluster of 11 separate species, C15H52N6O11 in total at a distorted geometry, computed with the ωB97M-V functional and the def2-TZVPD basis.

Values from the calculation:
SMILES ... NC(N)=O.NC(N)=O.NC(N)=O.CCO.CCO.CCO.CCO.CO.CO.CO.CO
ΔE to the lowest compared entry with this formula, charge and spin ... 161.6 kcal per mole
Frontier orbital gap ... 8.572 eV
HOMO level ... -0.3086 hartree

Structure (XYZ):
```
84
C15H52N6O11 the ωB97M-V functional and the def2-TZVPD basis
C 21.11 8.20 -11.14
C 21.26 6.83 -11.74
O 22.65 6.60 -11.82
H 21.66 8.39 -10.21
H 20.06 8.32 -10.81
H 21.36 8.96 -11.91
H 20.77 6.76 -12.75
H 20.81 6.09 -11.08
H 22.94 5.74 -12.06
C 18.46 10.20 -13.96
C 18.40 8.70 -13.93
O 17.08 8.38 -13.54
H 18.15 10.65 -13.00
H 17.92 10.48 -14.85
H 19.51 10.52 -13.98
H 19.13 8.41 -13.16
H 18.68 8.30 -14.91
H 17.08 7.49 -13.17
C 16.46 13.30 -13.10
C 15.28 12.39 -13.09
O 14.12 13.10 -13.54
H 16.83 13.48 -14.10
H 17.30 12.84 -12.60
H 16.27 14.27 -12.70
H 15.32 12.10 -12.04
H 15.41 11.55 -13.74
H 14.03 12.92 -14.46
C 20.10 12.98 -8.98
C 19.81 12.52 -10.44
O 19.25 11.22 -10.41
H 20.58 13.95 -8.98
H 20.65 12.25 -8.42
H 19.13 13.03 -8.45
H 20.66 12.34 -11.12
H 19.15 13.19 -11.04
H 19.82 10.69 -9.85
C 17.48 11.55 -5.49
O 17.27 10.20 -5.51
N 17.41 12.30 -6.55
N 17.71 12.26 -4.43
H 17.26 11.88 -7.47
H 17.60 13.33 -6.55
H 17.57 11.74 -3.53
H 17.51 13.29 -4.43
C 16.07 9.84 -9.90
O 16.24 10.65 -8.82
N 15.09 8.97 -9.99
N 16.75 10.03 -10.93
H 14.65 8.80 -9.08
H 14.98 8.15 -10.62
H 17.57 10.58 -10.75
H 16.76 9.53 -11.84
C 16.94 15.11 -5.77
O 15.71 15.46 -6.33
N 17.18 14.90 -4.52
N 18.03 14.99 -6.46
H 16.41 14.92 -3.83
H 18.00 15.16 -4.00
H 18.05 15.21 -7.49
H 18.90 14.80 -6.08
C 17.30 16.85 -8.91
O 17.99 15.71 -9.13
H 16.31 16.67 -8.60
H 17.35 17.42 -9.84
H 17.70 17.48 -8.14
H 17.51 15.00 -9.53
C 18.97 8.78 -8.44
O 20.12 9.64 -8.33
H 18.35 8.84 -9.34
H 18.26 8.97 -7.64
H 19.34 7.74 -8.31
H 20.32 9.73 -7.38
C 15.36 13.85 -9.05
O 16.59 13.48 -9.66
H 14.54 13.20 -9.40
H 15.05 14.92 -9.20
H 15.33 13.72 -8.00
H 16.68 12.54 -9.50
C 22.33 10.87 -6.28
O 21.04 10.54 -5.77
H 22.22 11.68 -7.00
H 22.81 10.02 -6.81
H 22.89 11.19 -5.46
H 20.79 11.32 -5.25
```

---

A structure of composition C4H10NP at a distorted geometry, computed with the ωB97M-V functional and the def2-TZVPD basis.

Values from the calculation:
ΔE to the lowest compared entry with this formula, charge and spin ... 103.4 kcal per mole
Frontier orbital gap ... 8.493 eV
HOMO level ... -0.3047 hartree

Structure (XYZ):
```
16
C4H10NP the ωB97M-V functional and the def2-TZVPD basis
C 0.67 0.98 0.10
C 1.52 0.15 0.35
C -0.29 2.04 -0.42
C -1.32 -1.60 1.73
N -0.20 -2.26 1.22
P 0.30 -2.16 -0.23
H 4.08 0.95 2.19
H 2.23 -0.57 0.51
H -1.19 1.54 -0.05
H -0.08 2.93 0.14
H -0.27 2.22 -1.45
H -1.26 -0.44 1.54
H -2.24 -2.07 1.30
H -1.35 -1.65 2.80
H 4.68 1.45 2.17
H 1.41 -2.99 0.11
```

---

A structure of composition C22H26N6O4Ti at a distorted geometry, computed with the ωB97M-V functional and the def2-TZVPD basis.

Values from the calculation:
Total charge ... +1
ΔE to the lowest compared entry with this formula, charge and spin ... 0.0 kcal per mole
Spin multiplicity ... 4
Frontier orbital gap (alpha / beta) ... 4.747 / 7.796 eV
HOMO level (alpha / beta) ... -0.2964 / -0.4024 hartree

Structure (XYZ):
```
59
C22H26N6O4Ti the ωB97M-V functional and the def2-TZVPD basis
Ti -16.64 6.74 11.50
N -18.58 5.52 11.87
C -19.83 5.93 11.62
C -20.94 5.15 11.87
C -20.78 3.90 12.46
C -19.49 3.46 12.71
C -18.43 4.28 12.35
H -19.97 6.91 11.18
H -21.95 5.47 11.62
H -21.65 3.30 12.72
H -19.26 2.51 13.17
H -17.45 3.98 12.69
N -15.54 4.67 10.74
C -16.16 3.97 9.80
C -15.56 2.99 9.04
C -14.22 2.75 9.24
C -13.52 3.52 10.16
C -14.22 4.47 10.87
H -17.22 4.18 9.68
H -16.14 2.41 8.32
H -13.74 1.90 8.77
H -12.50 3.31 10.46
H -13.73 5.05 11.64
N -14.85 8.26 11.58
C -14.58 9.18 12.52
C -13.70 10.22 12.31
C -13.05 10.31 11.08
C -13.26 9.31 10.15
C -14.18 8.31 10.43
H -15.19 9.05 13.41
H -13.58 11.01 13.03
H -12.44 11.18 10.90
H -12.77 9.35 9.18
H -14.39 7.50 9.74
N -17.92 8.57 12.75
C -18.61 8.24 13.85
C -19.42 9.13 14.52
C -19.45 10.45 14.10
C -18.74 10.79 12.95
C -18.03 9.81 12.29
H -18.53 7.21 14.18
H -20.02 8.88 15.39
H -19.99 11.23 14.63
H -18.76 11.82 12.60
H -17.47 10.06 11.40
C -14.82 5.57 15.52
N -16.03 5.62 14.67
O -15.94 6.24 13.62
O -17.04 5.13 15.09
H -13.93 5.50 14.90
H -14.91 4.72 16.19
H -14.80 6.47 16.13
C -18.37 7.64 7.35
N -18.14 7.91 8.77
O -18.75 8.91 9.29
O -17.23 7.21 9.42
H -19.39 7.27 7.26
H -17.63 6.96 6.96
H -18.27 8.58 6.82
```

---

A cluster of 2 separate species, C30H33N5 in total at a distorted geometry, computed with the ωB97M-V functional and the def2-TZVPD basis.

Values from the calculation:
ΔE to the lowest compared entry with this formula, charge and spin ... 6.8 kcal per mole
Frontier orbital gap ... 4.086 eV
HOMO level ... -0.2087 hartree

Structure (XYZ):
```
68
C30H33N5 the ωB97M-V functional and the def2-TZVPD basis
C -7.41 -2.82 2.80
N -7.00 -1.49 2.39
C -8.02 -0.65 1.80
C -5.71 -1.06 2.52
C -5.32 0.21 2.02
C -3.98 0.52 1.94
C -2.97 -0.35 2.42
C -1.58 -0.03 2.24
C -0.52 -0.75 2.76
C 0.86 -0.42 2.57
C 1.84 -1.49 2.58
C 1.43 -2.85 2.48
C 2.34 -3.89 2.35
C 3.75 -3.63 2.31
N 4.67 -4.62 2.15
C 6.09 -4.34 2.17
C 4.37 -6.04 2.19
C 4.16 -2.29 2.46
C 3.24 -1.28 2.68
C 1.24 0.98 2.42
C 0.36 2.00 2.86
C 0.68 3.34 2.80
C 1.99 3.73 2.43
N 2.37 5.03 2.49
C 3.77 5.40 2.60
C 1.44 6.13 2.30
C 2.90 2.73 2.00
C 2.47 1.42 1.87
C -3.39 -1.55 3.06
C -4.72 -1.91 3.10
H -7.04 -3.06 3.81
H -8.51 -2.83 2.82
H -7.09 -3.61 2.11
H -7.63 -0.13 0.93
H -8.85 -1.30 1.51
H -8.42 0.08 2.52
H -6.08 0.91 1.68
H -3.67 1.47 1.48
H -1.39 0.84 1.59
H -0.74 -1.65 3.34
H 0.37 -3.09 2.47
H 1.96 -4.90 2.24
H 6.34 -3.41 1.65
H 6.48 -4.28 3.21
H 6.61 -5.16 1.68
H 3.29 -6.23 2.27
H 4.76 -6.53 1.28
H 4.88 -6.50 3.05
H 5.22 -2.03 2.42
H 3.63 -0.30 2.93
H -0.58 1.74 3.33
H -0.05 4.07 3.14
H 4.29 4.68 3.25
H 4.28 5.43 1.62
H 3.83 6.40 3.05
H 0.41 5.76 2.32
H 1.58 6.88 3.09
H 1.61 6.62 1.33
H 3.93 2.99 1.73
H 3.13 0.72 1.35
H -2.64 -2.20 3.50
H -5.01 -2.85 3.56
C -1.36 1.14 5.53
C -1.82 -0.05 6.08
N -2.10 -1.08 6.57
C -2.25 2.14 5.16
N -2.90 3.06 4.82
H -0.29 1.36 5.60
```

---

The molecule C3H3NO2 at a distorted geometry, computed with the ωB97M-V functional and the def2-TZVPD basis.

Values from the calculation:
SMILES ... O=c1cc[nH]o1
ΔE to the lowest compared entry with this formula, charge and spin ... 61.0 kcal per mole
Frontier orbital gap ... 9.541 eV
HOMO level ... -0.3310 hartree

Structure (XYZ):
```
9
C3H3NO2 the ωB97M-V functional and the def2-TZVPD basis
C 0.79 -0.61 0.84
C 0.10 -0.86 -0.42
C -0.54 0.26 -0.81
H 0.07 -1.82 -0.92
H -1.20 0.23 -1.74
H -0.85 2.12 0.26
N -0.29 1.22 0.07
O 1.51 -1.20 1.58
O 0.42 0.66 1.13
```

---

A structure of composition C11H22F6NO13RbS4 at a distorted geometry, computed with the ωB97M-V functional and the def2-TZVPD basis.

Values from the calculation:
ΔE to the lowest compared entry with this formula, charge and spin ... 0.0 kcal per mole
Frontier orbital gap ... 9.076 eV
HOMO level ... -0.3473 hartree

Structure (XYZ):
```
58
C11H22F6NO13RbS4 the ωB97M-V functional and the def2-TZVPD basis
Rb 0.35 -0.78 -0.46
C 3.25 -1.49 -3.14
F 4.41 -0.83 -3.12
F 3.37 -2.58 -3.89
F 2.95 -1.88 -1.89
S 1.91 -0.40 -3.80
O 2.09 0.80 -3.03
O 2.13 -0.27 -5.20
N 0.55 -1.15 -3.26
S -0.16 -1.86 -4.51
O -0.63 -0.98 -5.53
O 0.56 -3.02 -4.93
C -1.68 -2.48 -3.72
F -2.26 -1.48 -3.00
F -2.55 -2.88 -4.64
F -1.43 -3.50 -2.87
C -0.74 -4.45 2.41
O -2.06 -4.42 1.87
C -2.28 -3.47 0.97
O -1.57 -2.51 0.80
O -3.42 -3.74 0.35
C -3.99 -2.69 -0.42
H 0.00 -4.60 1.63
H -0.72 -5.30 3.08
H -0.51 -3.53 2.94
H -3.24 -2.08 -0.91
H -4.63 -2.05 0.19
H -4.61 -3.14 -1.19
O -1.34 2.78 1.55
S -1.84 1.50 1.20
O -1.85 1.10 -0.16
O -1.08 0.37 2.03
C -0.71 0.76 3.39
C 0.21 -0.32 3.94
C -3.47 1.31 1.79
H -1.61 0.82 4.00
H -0.20 1.71 3.37
H 0.52 -0.04 4.94
H 1.04 -0.49 3.26
H -0.31 -1.28 4.02
H -3.76 0.29 1.55
H -4.10 2.02 1.27
H -3.56 1.47 2.86
O 4.48 1.77 0.59
S 3.28 2.32 0.09
O 2.09 1.54 0.08
O 3.00 3.64 0.92
C 1.66 3.85 1.44
C 1.48 5.32 1.72
C 3.57 2.99 -1.50
H 1.51 3.24 2.33
H 0.93 3.56 0.69
H 1.72 5.93 0.85
H 2.05 5.70 2.57
H 0.41 5.49 1.89
H 4.15 2.29 -2.09
H 4.04 3.96 -1.36
H 2.61 3.14 -1.98
```

---

Which value of ΔE to the lowest compared entry with this formula, charge and spin does entry 3 give? 0.0 kcal per mole